Record 1
Density functional theory data (the ωB97M-V functional and the def2-TZVPD basis) for a single C22H31N3O3S molecule at a distorted geometry.

Geometry as XYZ:
```
60
Properties=species:S:1:pos:R:3:forces:R:3:nbo_charge:R:1
C 6.562765 1.131380 -1.423974 -0.015 -0.005 -0.062 -0.629
C 5.347625 0.387826 -0.963132 -0.019 -0.063 0.057 -0.003
C 5.445614 -0.903013 -0.457139 0.045 0.120 -0.052 -0.219
C 4.322148 -1.592883 -0.047182 -0.269 0.027 0.010 -0.183
C 3.064837 -0.998279 -0.137639 0.650 -0.001 -0.057 -0.058
C 2.958535 0.296938 -0.646034 -0.061 -0.208 0.092 -0.188
C 4.088154 0.975048 -1.050999 0.059 -0.062 0.015 -0.204
H 3.998892 1.978551 -1.441712 -0.024 0.109 -0.031 0.211
H 1.983937 0.753334 -0.711429 -0.134 0.082 -0.018 0.230
C 1.879789 -1.703251 0.293212 -1.163 0.235 0.013 0.475
N 0.654398 -1.265197 0.229466 0.816 0.209 -0.331 -0.472
C -0.122513 -2.250852 0.767244 0.612 -1.045 0.456 0.043
C 0.691155 -3.289662 1.135156 -1.059 0.492 0.072 0.279
O 1.964654 -2.936072 0.839061 0.373 0.001 -0.089 -0.402
C 0.410330 -4.621587 1.723316 0.258 0.102 -0.221 -0.666
H -0.437673 -4.560906 2.401322 -0.036 -0.023 0.060 0.229
H 1.284717 -4.977068 2.262997 -0.018 -0.078 0.103 0.236
H 0.172762 -5.339143 0.937454 -0.004 -0.115 0.021 0.234
C -1.595123 -2.154109 0.824769 -0.275 -0.563 -0.198 -0.638
H -1.913231 -1.153606 0.534251 -0.086 0.055 0.011 0.285
H -1.987508 -2.425062 1.803782 -0.101 0.062 0.106 0.234
S -2.279081 -3.438464 -0.350069 -0.957 0.769 0.882 1.250
O -1.469400 -3.327143 -1.573669 0.774 -0.181 -1.022 -0.995
C -3.875975 -2.593648 -0.732676 0.336 -0.177 0.276 -0.698
C -3.776086 -1.130585 -1.161352 0.123 -0.459 -0.027 0.674
O -4.643627 -0.337356 -0.859793 -0.281 0.181 0.145 -0.628
N -2.703321 -0.855460 -1.915976 0.336 0.082 -0.227 -0.630
C -2.336169 0.493281 -2.266865 0.076 0.336 0.207 -0.231
H -3.251668 1.084757 -2.313450 0.103 -0.013 -0.116 0.219
C -1.335458 1.096899 -1.270077 -0.121 0.032 -0.218 -0.236
N -1.871358 1.242123 0.075369 0.025 -0.256 -0.116 -0.472
C -2.961490 2.198101 0.195245 -0.215 0.224 -0.207 -0.227
C -2.520962 3.657596 0.039871 0.013 -0.168 0.239 -0.422
C -1.440292 3.982659 1.068173 0.111 0.051 -0.219 -0.401
C -0.304653 2.963916 0.980595 -0.150 -0.104 0.068 -0.419
H 0.223462 3.099891 0.033480 0.077 0.030 -0.027 0.195
H 0.414343 3.131060 1.784803 0.104 0.001 -0.022 0.209
C -0.823849 1.516213 1.059609 0.354 -0.019 0.238 -0.061
C -1.295407 1.172534 2.475374 0.150 0.067 -0.278 -0.617
H -0.434268 1.120903 3.137653 0.067 0.021 0.122 0.211
H -1.792073 0.206916 2.477693 -0.080 -0.131 0.034 0.209
H -1.983743 1.912725 2.870966 -0.101 0.049 0.121 0.201
H 0.002880 0.835096 0.829274 -0.175 0.168 0.008 0.235
H -1.877748 3.966040 2.068409 -0.025 0.058 0.055 0.192
H -1.046923 4.988805 0.900335 -0.029 0.001 0.099 0.205
H -2.133222 3.824486 -0.967760 -0.022 0.057 -0.061 0.190
H -3.382993 4.313021 0.175455 -0.034 0.022 -0.079 0.210
H -3.734694 1.947274 -0.529864 -0.032 -0.032 0.115 0.223
H -3.404055 2.058966 1.183845 -0.115 0.029 -0.022 0.195
H -0.980598 2.047283 -1.700935 0.050 -0.028 -0.009 0.165
H -0.482030 0.415378 -1.198084 -0.003 0.126 -0.039 0.227
H -1.873159 0.479802 -3.257082 -0.071 0.064 0.051 0.204
H -2.001323 -1.579321 -2.048904 -0.167 -0.103 0.011 0.432
H -4.322613 -3.174834 -1.541092 0.045 -0.089 0.044 0.255
H -4.509231 -2.670505 0.149087 -0.055 0.046 0.019 0.249
H 4.408814 -2.594887 0.344959 0.024 -0.080 0.033 0.221
H 6.415850 -1.373125 -0.382846 0.095 -0.030 0.011 0.211
H 6.521236 2.171376 -1.106577 0.062 0.070 0.004 0.220
H 6.616439 1.117680 -2.512967 0.075 0.037 -0.058 0.223
H 7.470169 0.678170 -1.032960 0.083 0.018 0.004 0.216
```
Positions in Å, forces in eV/Å.

## Properties
**Maximum force**: 1.51 eV/A
**HOMO**: -8.06 eV
**Orbital gap**: 8.6060 eV
**Calculated total energy**: -1645.1093 Ha
**Spin multiplicity**: 1

***

Record 2
Density functional theory data (the ωB97M-V functional and the def2-TZVPD basis) for 4 unconnected molecules or ions with the total composition C2H11O4 at a distorted geometry.

Geometry as XYZ:
```
17
Properties=species:S:1:pos:R:3:forces:R:3:nbo_charge:R:1
C -0.640297 0.675108 0.520902 0.297 -1.193 -0.141 -0.056
O -0.149014 -0.165247 -0.497082 0.501 1.141 0.296 -0.932
C 0.261746 0.418669 1.769100 -1.822 0.300 1.856 -0.656
H -0.753595 1.726931 0.171689 0.464 -0.253 0.362 0.137
H -1.705092 0.337441 0.756292 0.985 0.502 0.182 0.136
H 0.047718 1.264730 2.579232 0.231 -2.099 -1.140 0.168
H -0.051620 -0.652701 2.045844 0.150 1.663 0.443 0.200
H 1.347062 0.299381 1.707071 -0.325 0.703 -0.814 0.240
H 3.111865 -0.449477 -0.362713 -0.492 1.308 0.531 0.451
H 1.670466 0.164449 -0.347487 1.831 0.638 0.795 0.520
O 2.667219 0.377454 -0.030557 -1.541 -2.052 -1.687 -1.015
H -1.360098 -2.102788 -1.005368 -0.299 -0.537 -0.254 0.460
H -0.324453 -1.726680 -0.135136 -0.140 -0.753 -0.211 0.498
O -0.799455 -2.591185 -0.389159 0.192 0.707 0.270 -1.021
H -1.046764 1.518856 -2.668628 -0.446 -1.143 0.172 0.434
H -0.870744 0.290347 -1.611878 -0.248 0.037 -1.092 0.498
O -1.404945 0.614713 -2.502122 0.663 1.032 0.431 -1.062
```
Positions in Å, forces in eV/Å.

## Properties
**Maximum force**: 3.07 eV/A
**HOMO**: -4.85 eV
**Charge**: -1
**Orbital gap**: 8.9004 eV
**Calculated total energy**: -383.7686 Ha
**Spin multiplicity**: 1

***

Record 3
Density functional theory data (the ωB97M-V functional and the def2-TZVPD basis) for a gas-phase ion, C3H5N2O4 (charge -1) at a distorted geometry.

Geometry as XYZ:
```
14
Properties=species:S:1:pos:R:3:forces:R:3:nbo_charge:R:1
C 0.802885 0.304246 -0.119713 1.674 0.032 -1.975 -0.602
C -0.638395 -0.124927 0.234993 1.478 0.623 -0.709 -0.443
C -1.611828 1.055290 0.040552 1.114 -1.997 0.153 -0.010
N -2.650741 0.831722 -0.843999 0.205 -0.766 1.123 0.492
O -3.398167 1.717032 -1.139662 -1.567 2.083 -1.032 -0.433
O -2.869813 -0.325763 -1.242795 0.437 -0.876 -0.366 -0.543
N -1.534852 2.213576 0.800911 -1.597 -0.332 -1.325 0.492
O -0.749998 2.223252 1.725565 1.930 -0.357 1.660 -0.511
O -2.273890 3.176749 0.599190 -0.207 0.450 -0.242 -0.467
H 0.980129 0.488530 -1.327702 -0.517 0.025 3.242 0.183
H 1.210066 1.061627 0.556632 -0.673 0.991 -0.722 0.219
H 1.589285 -0.421966 0.161162 -0.684 -0.787 -0.471 0.182
H -0.491515 -0.564260 1.235993 -0.961 0.309 -0.074 0.200
H -0.826572 -0.936229 -0.495553 -0.632 0.602 0.738 0.242
```
Positions in Å, forces in eV/Å.

## Properties
**Maximum force**: 3.28 eV/A
**SMILES**: CCC([N+](=O)[O-])=[N+]([O-])[O-]
**HOMO**: -4.26 eV
**Charge**: -1
**Orbital gap**: 8.2549 eV
**Calculated total energy**: -527.6255 Ha
**Spin multiplicity**: 1